{
  "formula": "C3H10IN2O",
  "method": "ωB97M-V with the def2-TZVPD basis set",
  "elements": ["C", "C", "C", "N", "N", "O", "I", "H", "H", "H", "H", "H", "H", "H", "H", "H", "H"],
  "coordinates": [[2.711, -0.533, -0.098], [1.003, 1.067, 0.398], [-2.047, -1.370, -0.311], [1.464, -0.108, 0.374], [-3.065, -1.953, 0.207], [-0.893, -1.337, 0.070], [-0.413, 4.613, 0.029], [3.428, -0.879, 0.612], [2.721, -1.420, -0.758], [3.085, 0.130, -0.803], [1.403, 2.026, 0.046], [0.203, 1.377, 1.069], [-2.323, -0.802, -1.273], [-2.867, -2.371, 1.144], [0.753, -0.753, 0.811], [-3.915, -2.079, -0.314], [-1.247, 4.391, -1.203]],
  "mulliken_charge": [-0.9005, -0.0300, 0.1127, 0.0372, -0.2935, -0.6475, -0.0563, 0.3439, 0.3636, 0.3530, 0.1810, 0.2571, 0.2682, 0.2618, 0.3796, 0.2553, 0.1145],
  "e_lumo_ha": -0.162,
  "charge": 1,
  "homo_lumo_gap_ev": 8.685,
  "e_above_lowest_kj_mol": 85.45,
  "spin_multiplicity": 1
}

=====

{
  "formula": "C6H10NOS",
  "method": "ωB97M-V with the def2-TZVPD basis set",
  "elements": ["C", "C", "C", "C", "C", "C", "N", "O", "S", "H", "H", "H", "H", "H", "H", "H", "H", "H", "H"],
  "coordinates": [[-0.948, 0.014, -2.320], [1.854, 0.178, 0.425], [1.699, 0.530, -1.061], [0.385, -0.276, 0.344], [-1.936, -0.501, 1.283], [-0.568, 0.146, 1.462], [0.267, 0.504, -0.872], [-1.953, -0.471, -1.901], [-0.251, 0.388, -3.731], [2.608, -0.560, 0.705], [1.961, 1.070, 1.042], [2.090, 1.499, -1.396], [2.099, -0.256, -1.726], [0.315, -1.372, 0.204], [-2.231, -0.421, 0.240], [-2.688, -0.023, 1.908], [-1.898, -1.559, 1.542], [-0.139, -0.125, 2.435], [-0.666, 1.233, 1.419]],
  "mulliken_charge": [0.4223, -0.6401, -0.4695, 0.3096, -1.0298, -0.7005, -0.4621, -0.5842, -0.4914, 0.2945, 0.2427, 0.2777, 0.2470, 0.1322, 0.2484, 0.3442, 0.3009, 0.2373, 0.3210],
  "e_lumo_ha": 0.137,
  "charge": -1,
  "homo_lumo_gap_ev": 7.045,
  "e_above_lowest_kj_mol": 0.00,
  "spin_multiplicity": 1
}

=====

{
  "formula": "C29H38N2O2P3Yb",
  "method": "ωB97M-V with the def2-TZVPD basis set",
  "elements": ["Yb", "P", "C", "C", "N", "C", "C", "C", "C", "C", "P", "H", "H", "H", "H", "H", "H", "H", "H", "O", "H", "H", "O", "H", "C", "H", "H", "H", "C", "H", "H", "H", "C", "H", "H", "H", "C", "H", "H", "H", "N", "P", "C", "C", "C", "C", "C", "C", "C", "C", "C", "C", "C", "C", "C", "C", "C", "C", "C", "C", "H", "H", "H", "H", "H", "H", "H", "H", "H", "H", "H", "H", "H", "H", "H"],
  "coordinates": [[0.951, 0.334, -0.304], [2.252, -0.767, 2.139], [3.979, -1.096, 1.551], [4.330, -0.661, 0.124], [3.391, -0.059, -0.647], [3.728, 0.437, -1.857], [4.992, 0.230, -2.424], [5.962, -0.377, -1.627], [5.646, -0.779, -0.335], [2.708, 1.177, -2.719], [1.544, 2.476, -2.046], [6.406, -1.207, 0.316], [5.188, 0.591, -3.435], [6.948, -0.504, -2.046], [3.247, 1.724, -3.506], [2.076, 0.439, -3.250], [4.604, -0.556, 2.250], [4.161, -2.176, 1.687], [4.474, 4.157, 3.508], [4.933, 4.430, 2.702], [5.383, 3.644, 2.347], [0.458, 1.695, 2.621], [0.430, 1.838, 1.640], [0.192, 2.777, 1.529], [2.659, 3.930, -1.979], [3.043, 4.163, -2.982], [2.079, 4.789, -1.601], [3.493, 3.728, -1.290], [0.588, 2.871, -3.559], [-0.366, 3.314, -3.243], [1.116, 3.595, -4.191], [0.373, 1.969, -4.144], [1.524, -2.459, 1.986], [1.354, -2.862, 2.996], [0.554, -2.392, 1.462], [2.221, -3.080, 1.411], [2.646, -0.839, 3.935], [1.736, -0.717, 4.553], [3.116, -1.790, 4.238], [3.331, -0.006, 4.186], [-0.642, -0.944, 0.187], [-2.207, -1.044, 0.039], [-2.967, -0.945, 1.670], [-4.359, -0.834, 1.773], [-4.940, -0.658, 3.026], [-4.127, -0.578, 4.160], [-2.731, -0.655, 4.049], [-2.147, -0.847, 2.797], [-2.895, 0.423, -0.803], [-3.740, 0.370, -1.917], [-4.099, 1.555, -2.570], [-3.618, 2.785, -2.110], [-2.787, 2.841, -0.987], [-2.454, 1.664, -0.319], [-2.894, -2.487, -0.791], [-2.631, -2.664, -2.163], [-3.123, -3.788, -2.831], [-3.864, -4.751, -2.134], [-4.111, -4.587, -0.768], [-3.628, -3.462, -0.094], [-4.968, -0.882, 0.874], [-6.026, -0.583, 3.102], [-4.586, -0.457, 5.138], [-2.102, -0.560, 4.935], [-1.063, -0.910, 2.677], [-4.101, -0.587, -2.292], [-4.753, 1.513, -3.441], [-3.887, 3.704, -2.629], [-2.389, 3.797, -0.638], [-1.842, 1.697, 0.586], [-2.066, -1.908, -2.718], [-2.935, -3.907, -3.899], [-4.251, -5.627, -2.655], [-4.686, -5.334, -0.216], [-3.833, -3.330, 0.970]],
  "mulliken_charge": [0.2156, 0.7316, -1.4582, 0.5020, 0.0658, 1.1685, -0.8784, -0.4568, -0.7914, -1.7480, 0.8417, 0.5064, 0.4507, 0.4553, 0.4902, 0.5418, 0.5650, 0.5920, 0.3133, -0.6166, 0.3063, 0.2688, -0.4379, 0.2739, -1.3665, 0.4425, 0.3955, 0.3942, -1.2025, 0.3441, 0.4169, 0.4141, -0.9005, 0.3932, -0.0496, 0.4573, -1.3996, 0.3857, 0.4344, 0.4338, 0.0938, 1.2840, 0.0486, -0.2019, -0.7932, -0.5488, -0.5388, -0.2227, 0.2335, -0.2536, -0.6934, -0.6350, -0.7517, -0.4238, 0.3910, -0.3952, -0.7804, -0.5047, -0.6984, -0.4902, 0.4503, 0.4094, 0.4072, 0.4047, 0.3155, 0.5081, 0.4649, 0.4324, 0.4720, 0.5161, 0.4305, 0.3868, 0.4034, 0.4135, 0.3717],
  "e_lumo_ha": [-0.217, -0.227],
  "charge": 2,
  "homo_lumo_gap_ev": [7.538, 7.271],
  "e_above_lowest_kj_mol": 13.51,
  "spin_multiplicity": 2
}

=====

{
  "formula": "C25H26FN3O4S2",
  "method": "ωB97M-V with the def2-TZVPD basis set",
  "elements": ["C", "C", "C", "N", "C", "N", "C", "C", "C", "C", "C", "C", "C", "C", "C", "H", "H", "H", "H", "H", "H", "H", "H", "H", "H", "H", "H", "H", "H", "H", "H", "C", "C", "C", "C", "S", "N", "F", "S", "C", "C", "C", "C", "C", "C", "O", "O", "O", "O", "C", "C", "H", "H", "H", "H", "H", "H", "H", "H", "H", "H"],
  "coordinates": [[1.349, -1.988, -1.795], [2.128, -2.005, -0.543], [2.936, -0.934, -0.173], [2.962, 0.334, -0.887], [1.986, 1.088, -1.375], [2.430, 1.937, -2.328], [1.810, 2.559, -3.520], [3.820, 1.758, -2.364], [4.144, 0.790, -1.529], [3.737, -0.968, 0.939], [4.561, 0.215, 1.338], [3.573, -2.018, 1.850], [2.670, -3.062, 1.603], [2.460, -4.105, 2.665], [1.968, -3.044, 0.392], [0.433, -2.551, -1.712], [1.049, -0.973, -1.989], [1.884, -2.374, -2.658], [0.737, 2.397, -3.556], [2.096, 3.602, -3.463], [2.296, 2.171, -4.418], [4.417, 2.352, -2.990], [5.090, 0.406, -1.317], [4.760, 0.151, 2.413], [5.534, 0.282, 0.834], [4.004, 1.141, 1.169], [4.084, -1.952, 2.818], [1.810, -4.907, 2.299], [3.422, -4.538, 2.978], [1.998, -3.670, 3.567], [1.214, -3.821, 0.206], [-0.886, -2.700, 3.426], [-2.287, -2.738, 3.329], [-2.981, -1.555, 3.056], [-2.265, -0.393, 2.756], [-3.088, 1.152, 2.466], [-2.977, 1.389, 0.825], [0.608, 0.921, -1.008], [-4.034, 2.560, 0.312], [-4.094, 2.343, -1.440], [-3.139, 3.022, -2.187], [-3.149, 2.936, -3.581], [-4.190, 2.229, -4.206], [-5.233, 1.655, -3.459], [-5.208, 1.771, -2.062], [-5.387, 2.155, 0.598], [-3.435, 3.838, 0.605], [-4.429, 0.709, 2.784], [-2.346, 2.197, 3.096], [-0.894, -0.333, 2.977], [-0.181, -1.492, 3.280], [-0.332, -3.616, 3.623], [-2.821, -3.693, 3.474], [-4.064, -1.544, 3.114], [-2.411, 3.623, -1.656], [-2.342, 3.405, -4.157], [-4.186, 2.130, -5.289], [-6.053, 1.124, -3.968], [-6.058, 1.437, -1.482], [-0.412, 0.636, 2.939], [0.911, -1.441, 3.384]],
  "mulliken_charge": [-1.4344, 0.5477, 0.0682, 0.5136, 0.4025, 0.0875, -0.9509, -0.9441, -0.3505, 1.5320, -1.7896, -0.8405, 0.4876, -1.4380, -0.8266, 0.4307, 0.2704, 0.3201, 0.4039, 0.3402, 0.3616, 0.5358, 0.5944, 0.4371, 0.3069, 0.3857, 0.3584, 0.3782, 0.4156, 0.2613, 0.3346, -0.1886, -0.7143, -0.1643, 0.0326, 1.1243, -0.3922, -0.2029, 1.1152, 0.0209, -0.3882, -0.6259, -0.3076, -0.5676, -0.1905, -0.6652, -0.6771, -0.6736, -0.6666, -0.6132, -0.2925, 0.2467, 0.3403, 0.4957, 0.4486, 0.3804, 0.3467, 0.3384, 0.4777, 0.4417, 0.3218],
  "e_lumo_ha": -0.045,
  "homo_lumo_gap_ev": 5.433,
  "spin_multiplicity": 1
}

=====

{
  "formula": "C3H8CsO3S",
  "method": "ωB97M-V with the def2-TZVPD basis set",
  "elements": ["Cs", "O", "S", "O", "O", "C", "C", "C", "H", "H", "H", "H", "H", "H", "H", "H"],
  "coordinates": [[25.224, -5.477, -13.388], [27.464, -0.663, -13.313], [26.952, -1.889, -12.676], [25.993, -2.650, -13.466], [28.203, -2.853, -12.263], [29.481, -2.344, -11.954], [30.234, -3.520, -11.263], [26.266, -1.654, -10.977], [29.350, -1.461, -11.328], [29.961, -2.101, -12.902], [29.494, -4.006, -10.628], [30.992, -3.174, -10.561], [30.642, -4.197, -12.013], [27.028, -1.164, -10.371], [26.130, -2.663, -10.588], [25.305, -1.150, -11.085]],
  "mulliken_charge": [1.0253, -0.5859, 0.9567, -0.5969, -0.2367, -0.2518, -1.0889, -0.8136, 0.3818, 0.2826, 0.2952, 0.3539, 0.2953, 0.3169, 0.2929, 0.3732],
  "e_lumo_ha": -0.133,
  "charge": 1,
  "homo_lumo_gap_ev": 10.971,
  "e_above_lowest_kj_mol": 57.06,
  "spin_multiplicity": 1
}

=====

{
  "formula": "C23H45INOS2",
  "method": "ωB97M-V with the def2-TZVPD basis set",
  "elements": ["C", "C", "C", "C", "C", "C", "O", "C", "S", "C", "C", "C", "N", "C", "S", "I", "H", "H", "H", "H", "H", "H", "H", "H", "H", "H", "H", "H", "H", "H", "H", "H", "H", "C", "C", "C", "C", "C", "C", "H", "H", "H", "H", "H", "H", "H", "H", "H", "H", "H", "H", "H", "H", "C", "C", "C", "C", "C", "C", "H", "H", "H", "H", "H", "H", "H", "H", "H", "H", "H", "H", "H", "H"],
  "coordinates": [[1.885, 0.048, 4.246], [1.593, 0.876, 3.433], [1.660, 1.888, 2.351], [2.452, 1.367, 1.112], [1.945, -0.052, 0.769], [0.410, -0.160, 0.656], [0.036, -0.833, -0.542], [4.041, 1.396, 1.248], [4.733, 1.376, 2.978], [4.822, 0.301, 0.523], [6.176, 0.275, 0.525], [4.441, 2.826, 0.825], [3.684, 2.973, -0.435], [2.324, 2.397, -0.086], [1.283, 3.898, 0.215], [1.620, 1.679, -2.021], [2.214, -0.717, 4.911], [0.625, 2.131, 2.103], [2.171, 2.795, 2.701], [2.360, -0.418, -0.177], [2.271, -0.770, 1.528], [0.028, -0.745, 1.505], [-0.102, 0.816, 0.661], [-0.902, -0.702, -0.706], [5.079, 0.089, 3.209], [4.346, -0.533, 0.004], [6.643, 0.103, -0.446], [6.775, 0.351, 1.429], [5.514, 3.019, 0.795], [4.057, 3.509, 1.598], [4.213, 2.450, -1.145], [3.604, 3.915, -0.829], [0.473, 3.956, -0.866], [0.446, -4.043, -1.594], [0.463, -4.705, -2.968], [-0.503, -4.061, -3.961], [-1.981, -4.136, -3.572], [-2.521, -5.547, -3.345], [-2.461, -6.426, -4.591], [-0.529, -4.135, -1.113], [1.182, -4.515, -0.938], [0.694, -2.983, -1.668], [0.250, -5.772, -2.866], [1.475, -4.634, -3.377], [-0.361, -4.523, -4.942], [-0.233, -3.006, -4.086], [-2.570, -3.652, -4.358], [-2.150, -3.545, -2.665], [-3.564, -5.469, -3.026], [-1.987, -6.034, -2.525], [-3.023, -5.977, -5.412], [-2.895, -7.405, -4.385], [-1.434, -6.585, -4.924], [-3.765, 3.519, -0.640], [-3.414, 4.123, 0.716], [-2.443, 3.268, 1.527], [-2.956, 1.877, 1.908], [-4.258, 1.861, 2.705], [-4.148, 2.556, 4.058], [-4.277, 2.561, -0.535], [-4.427, 4.186, -1.193], [-2.865, 3.363, -1.243], [-4.329, 4.305, 1.285], [-2.956, 5.104, 0.552], [-2.167, 3.814, 2.435], [-1.514, 3.148, 0.956], [-2.177, 1.368, 2.490], [-3.090, 1.278, 1.001], [-4.546, 0.820, 2.871], [-5.067, 2.312, 2.124], [-3.370, 2.094, 4.671], [-5.090, 2.480, 4.601], [-3.915, 3.617, 3.951]],
  "mulliken_charge": [-0.0826, -0.9510, -0.6179, 1.9857, -1.9725, -0.4428, -0.3698, 0.6448, -0.2260, -0.7288, -0.8704, -1.3778, 0.0979, -0.8004, -0.1100, 0.2380, 0.4299, 0.1371, 0.7679, 0.7970, 0.6215, 0.3690, -0.0499, 0.2747, 0.2304, 0.2960, 0.2830, 0.2636, 0.4385, 0.5255, 0.5640, 0.4395, 0.2097, -0.9672, -0.4524, -0.6548, -0.5614, -0.3853, -1.1969, 0.2353, 0.4407, 0.1349, 0.2426, 0.3561, 0.3311, 0.3357, 0.3874, 0.1951, 0.3699, 0.2319, 0.2962, 0.3778, 0.2821, -1.1424, -0.6262, 0.2066, -0.4399, -0.6560, -1.2002, 0.2968, 0.4016, 0.2222, 0.3028, 0.3918, 0.3992, -0.4554, 0.3202, 0.3293, 0.3757, 0.2858, 0.2852, 0.3922, 0.2979],
  "e_lumo_ha": -0.140,
  "charge": 1,
  "homo_lumo_gap_ev": 8.335,
  "spin_multiplicity": 1
}